Record 1
A 2-piece molecular cluster, CH2N2O3 overall. Source: the OMol25 dataset; level of theory: ωB97M-V with the def2-TZVPD basis set.

Each line ends with the natural charge from an NBO analysis.
Positions of all 8 atoms, in Å:
C -1.10 0.20 0.62  0.909
N 1.31 -0.29 0.93  -0.135
N -0.82 -0.07 -0.65  -0.851
O -1.57 0.57 1.59  -0.413
O 1.98 0.71 0.15  -0.181
O 1.62 -0.55 -0.36  -0.201
H 0.15 -0.41 -0.81  0.440
H -1.58 -0.15 -1.45  0.433

The charge is 0. For the gap between HOMO and LUMO (alpha / beta), the calculation gives 7.7 / 7.7 eV. Its LUMO energy (alpha / beta) is -0.03 / -0.03 eV. The calculation puts the HOMO energy (alpha / beta) at -7.728 / -7.730 eV.

=====

Record 2
A 2-piece molecular cluster, C4H4N2 overall. Source: the OMol25 dataset; level of theory: ωB97M-V with the def2-TZVPD basis set.

Each line ends with the natural charge from an NBO analysis.
Positions of all 10 atoms, in Å:
C -1.22 -0.78 0.08  -0.808
C 1.15 0.52 0.61  0.024
C 1.81 -0.23 -0.35  0.122
N 2.43 -0.93 -1.06  -0.177
C 0.57 1.74 0.24  0.123
N 0.10 2.79 0.07  -0.178
H -2.13 -0.30 0.44  0.231
H -1.29 -1.86 0.09  0.232
H -0.99 -0.43 -0.93  0.220
H -0.42 -0.51 0.80  0.211

The charge is 0. For the gap between HOMO and LUMO (alpha / beta), the calculation gives 7.2 / 7.2 eV. Its LUMO energy (alpha / beta) is -3.34 / -3.33 eV. The calculation puts the HOMO energy (alpha / beta) at -10.505 / -10.482 eV.

=====

Record 3
C21H43N2OP3STi as an isolated structure. Source: the OMol25 dataset; level of theory: ωB97M-V with the def2-TZVPD basis set.

Each line ends with the Mulliken charge.
Positions of all 72 atoms, in Å:
Ti 1.08 1.04 1.46  -0.370
P -0.93 1.24 2.68  1.259
P 0.14 -1.51 -0.18  0.982
P -2.37 0.72 -0.68  1.282
H 3.32 2.37 0.94  0.393
C 2.26 2.39 0.57  -0.691
C 1.28 2.96 1.47  -0.704
H 1.63 3.22 2.53  0.416
C 0.15 1.45 4.11  -1.288
C -1.65 -0.40 2.75  -0.807
C -2.21 2.48 2.65  -1.233
C 0.99 -1.87 -1.78  -1.243
C 0.95 -2.84 0.82  -1.319
C -1.40 -2.49 -0.54  -1.446
C -3.08 2.41 -0.87  -1.523
C -3.97 -0.20 -0.43  -1.457
C -2.15 0.32 -2.47  -0.981
H 2.32 2.81 -0.45  0.374
H 0.55 3.71 1.09  0.325
H 0.69 2.40 4.07  0.384
H 0.89 0.64 4.21  0.534
H -0.54 1.45 4.96  0.528
H -0.90 -1.19 2.64  0.184
H -2.39 -0.54 1.95  -0.094
H -2.12 -0.47 3.74  0.614
H -1.78 3.46 2.38  0.347
H -2.65 2.53 3.66  0.503
H -2.98 2.24 1.89  0.344
H 0.90 -2.94 -1.99  0.484
H 2.06 -1.62 -1.71  0.180
H 0.55 -1.32 -2.61  0.262
H 0.30 -3.72 0.87  0.588
H 1.13 -2.50 1.85  0.271
H 1.91 -3.12 0.37  0.417
H -1.91 -2.19 -1.46  0.357
H -2.12 -2.42 0.29  0.356
H -1.14 -3.56 -0.64  0.602
H -4.15 2.39 -0.65  0.496
H -2.92 2.79 -1.89  0.535
H -2.59 3.10 -0.16  0.201
H -4.78 0.36 -0.92  0.530
H -4.19 -0.29 0.64  0.379
H -3.91 -1.20 -0.86  0.423
H -2.59 1.11 -3.09  0.566
H -2.55 -0.66 -2.74  0.567
H -1.08 0.26 -2.70  -0.188
C 0.41 3.19 -2.76  0.578
C 1.01 3.11 -4.02  -0.732
C 0.63 4.07 -4.90  -0.398
C -0.13 5.16 -4.46  -0.557
C -0.57 5.26 -3.14  -0.747
C -0.41 4.22 -2.24  -0.364
O 0.07 1.85 -2.41  -0.370
H -0.44 1.73 -3.26  0.393
H 1.55 2.21 -4.31  0.378
H 0.93 3.97 -5.93  0.459
H -0.42 5.95 -5.17  0.393
H -1.07 6.14 -2.77  0.442
H -0.84 4.15 -1.23  0.427
C 4.77 -1.77 2.69  -0.921
N 4.64 -1.39 1.28  0.146
C 5.37 -1.79 0.19  -0.309
C 4.81 -1.23 -0.90  -0.462
N 3.71 -0.50 -0.49  0.210
C 3.62 -0.61 0.90  -0.014
S 2.50 -0.29 2.28  -0.233
H 3.93 -2.40 3.02  0.399
H 5.71 -2.33 2.78  0.331
H 4.80 -0.88 3.33  0.401
H 6.22 -2.44 0.32  0.493
H 5.07 -1.33 -1.94  0.509
H 3.16 0.09 -1.05  0.210

The charge is +3. As for the multiplicity: 2. For the gap between HOMO and LUMO (alpha / beta), the calculation gives 6.6 / 3.3 eV. Its LUMO energy (alpha / beta) is -9.12 / -12.47 eV. The calculation puts the HOMO energy (alpha / beta) at -15.755 / -15.725 eV.

=====

Record 4
A 11-piece molecular cluster, C5H32N2O11 overall. Source: the OMol25 dataset; level of theory: ωB97M-V with the def2-TZVPD basis set.

Each line ends with the natural charge from an NBO analysis.
Positions of all 50 atoms, in Å:
C 1.27 -1.31 1.66  -0.599
C 1.11 0.21 1.70  -0.439
C 0.52 0.57 0.31  -0.136
N -0.88 -0.12 0.01  -0.865
C 0.29 2.10 0.34  0.671
O 0.38 2.65 1.45  -0.662
N -0.03 2.81 -0.76  -0.594
C -0.48 2.16 -2.07  -0.391
H 0.41 -1.94 1.85  0.175
H 2.04 -1.63 2.37  0.217
H 1.62 -1.72 0.66  0.194
H 0.50 0.55 2.54  0.248
H 2.06 0.83 1.88  0.239
H 1.20 0.44 -0.53  0.195
H -0.64 -1.11 -0.15  0.390
H -1.38 0.05 0.78  0.365
H -0.07 3.70 -0.80  0.382
H -0.35 2.90 -2.89  0.210
H -1.69 1.84 -2.14  0.171
H -0.03 1.28 -2.22  0.216
O -2.28 1.52 3.01  -0.996
H -3.24 1.89 2.83  0.516
H -1.59 2.07 2.63  0.509
O 0.39 -2.78 -1.78  -0.963
H 1.13 -2.50 -1.24  0.493
H 0.55 -3.19 -2.54  0.474
O 3.61 -1.50 -0.58  -0.960
H 4.21 -1.93 -0.02  0.477
H 3.60 -0.60 -0.41  0.484
O -1.87 -2.29 1.22  -0.947
H -1.00 -2.30 1.55  0.457
H -2.32 -2.57 2.06  0.489
O -1.65 -0.92 3.68  -1.001
H -2.08 -0.13 3.32  0.504
H -1.69 -0.76 4.73  0.469
O -1.12 -0.05 -3.37  -0.954
H -0.77 -0.97 -3.18  0.477
H -1.66 0.07 -2.60  0.480
O -3.86 -0.23 -1.35  -0.970
H -4.08 -1.07 -1.71  0.473
H -3.14 -0.42 -0.68  0.497
O 4.21 -0.99 -2.96  -0.985
H 4.11 -1.45 -2.09  0.479
H 3.62 -1.59 -3.45  0.454
O -3.54 1.80 0.52  -0.989
H -2.72 1.70 -0.14  0.493
H -4.38 1.73 0.00  0.495
O 3.72 0.91 -0.15  -0.923
H 3.33 1.16 -0.99  0.491
H 4.65 1.16 -0.27  0.493

The charge is 0. Its structure (SMILES) is CC[C@@H](N)C(=O)NC.O.O.O.O.O.O.O.O.O.O. For the gap between HOMO and LUMO, the calculation gives 9.7 eV. Its LUMO energy is 0.10 eV. The calculation puts the HOMO energy at -9.582 eV.

=====

The highest charge belongs to which entry?
C21H43N2OP3STi

=====

Please write out number 2 again, unchanged.
A 2-piece molecular cluster, C4H4N2 overall. Source: the OMol25 dataset; level of theory: ωB97M-V with the def2-TZVPD basis set.

Each line ends with the natural charge from an NBO analysis.
Positions of all 10 atoms, in Å:
C -1.22 -0.78 0.08  -0.808
C 1.15 0.52 0.61  0.024
C 1.81 -0.23 -0.35  0.122
N 2.43 -0.93 -1.06  -0.177
C 0.57 1.74 0.24  0.123
N 0.10 2.79 0.07  -0.178
H -2.13 -0.30 0.44  0.231
H -1.29 -1.86 0.09  0.232
H -0.99 -0.43 -0.93  0.220
H -0.42 -0.51 0.80  0.211

The charge is 0. For the gap between HOMO and LUMO (alpha / beta), the calculation gives 7.2 / 7.2 eV. Its LUMO energy (alpha / beta) is -3.34 / -3.33 eV. The calculation puts the HOMO energy (alpha / beta) at -10.505 / -10.482 eV.

=====

What did the third record say?
C21H43N2OP3STi as an isolated structure. Source: the OMol25 dataset; level of theory: ωB97M-V with the def2-TZVPD basis set.

Each line ends with the Mulliken charge.
Positions of all 72 atoms, in Å:
Ti 1.08 1.04 1.46  -0.370
P -0.93 1.24 2.68  1.259
P 0.14 -1.51 -0.18  0.982
P -2.37 0.72 -0.68  1.282
H 3.32 2.37 0.94  0.393
C 2.26 2.39 0.57  -0.691
C 1.28 2.96 1.47  -0.704
H 1.63 3.22 2.53  0.416
C 0.15 1.45 4.11  -1.288
C -1.65 -0.40 2.75  -0.807
C -2.21 2.48 2.65  -1.233
C 0.99 -1.87 -1.78  -1.243
C 0.95 -2.84 0.82  -1.319
C -1.40 -2.49 -0.54  -1.446
C -3.08 2.41 -0.87  -1.523
C -3.97 -0.20 -0.43  -1.457
C -2.15 0.32 -2.47  -0.981
H 2.32 2.81 -0.45  0.374
H 0.55 3.71 1.09  0.325
H 0.69 2.40 4.07  0.384
H 0.89 0.64 4.21  0.534
H -0.54 1.45 4.96  0.528
H -0.90 -1.19 2.64  0.184
H -2.39 -0.54 1.95  -0.094
H -2.12 -0.47 3.74  0.614
H -1.78 3.46 2.38  0.347
H -2.65 2.53 3.66  0.503
H -2.98 2.24 1.89  0.344
H 0.90 -2.94 -1.99  0.484
H 2.06 -1.62 -1.71  0.180
H 0.55 -1.32 -2.61  0.262
H 0.30 -3.72 0.87  0.588
H 1.13 -2.50 1.85  0.271
H 1.91 -3.12 0.37  0.417
H -1.91 -2.19 -1.46  0.357
H -2.12 -2.42 0.29  0.356
H -1.14 -3.56 -0.64  0.602
H -4.15 2.39 -0.65  0.496
H -2.92 2.79 -1.89  0.535
H -2.59 3.10 -0.16  0.201
H -4.78 0.36 -0.92  0.530
H -4.19 -0.29 0.64  0.379
H -3.91 -1.20 -0.86  0.423
H -2.59 1.11 -3.09  0.566
H -2.55 -0.66 -2.74  0.567
H -1.08 0.26 -2.70  -0.188
C 0.41 3.19 -2.76  0.578
C 1.01 3.11 -4.02  -0.732
C 0.63 4.07 -4.90  -0.398
C -0.13 5.16 -4.46  -0.557
C -0.57 5.26 -3.14  -0.747
C -0.41 4.22 -2.24  -0.364
O 0.07 1.85 -2.41  -0.370
H -0.44 1.73 -3.26  0.393
H 1.55 2.21 -4.31  0.378
H 0.93 3.97 -5.93  0.459
H -0.42 5.95 -5.17  0.393
H -1.07 6.14 -2.77  0.442
H -0.84 4.15 -1.23  0.427
C 4.77 -1.77 2.69  -0.921
N 4.64 -1.39 1.28  0.146
C 5.37 -1.79 0.19  -0.309
C 4.81 -1.23 -0.90  -0.462
N 3.71 -0.50 -0.49  0.210
C 3.62 -0.61 0.90  -0.014
S 2.50 -0.29 2.28  -0.233
H 3.93 -2.40 3.02  0.399
H 5.71 -2.33 2.78  0.331
H 4.80 -0.88 3.33  0.401
H 6.22 -2.44 0.32  0.493
H 5.07 -1.33 -1.94  0.509
H 3.16 0.09 -1.05  0.210

The charge is +3. As for the multiplicity: 2. For the gap between HOMO and LUMO (alpha / beta), the calculation gives 6.6 / 3.3 eV. Its LUMO energy (alpha / beta) is -9.12 / -12.47 eV. The calculation puts the HOMO energy (alpha / beta) at -15.755 / -15.725 eV.